The following is a DFT calculation (ωB97M-V/def2-TZVPD) of C5H10ClN in the gas phase.

Summary:
* energy above the lowest of the compared OMol25 structures with the same formula, charge and spin: 99.89 kJ/mol
* HOMO energy: -9.3 eV
* frontier orbital gap: 10.19 eV
* electronic energy: -19358.65415 eV
* charge: 0
* SMILES string: C/C(=C/CCl)CN

```
17
Properties=species:S:1:pos:R:3:mulliken_charge:R:1
H -2.648 -0.772 -0.167 0.343
H -1.720 -2.342 0.009 0.335
C 0.598 -0.919 0.532 -0.501
C -1.716 -1.282 -0.448 -1.417
H 0.404 1.878 0.965 0.317
C -0.778 0.991 -0.468 -0.418
H -1.656 -1.426 -1.561 0.283
Cl 2.991 -0.270 -0.669 -0.206
C -0.511 -0.407 -0.017 0.776
H 2.451 -0.634 1.575 0.332
H 0.958 2.118 -0.534 0.294
N 0.086 2.045 0.031 -0.754
H -1.825 1.241 -0.132 0.315
H -0.808 1.054 -1.642 0.305
H 0.493 -1.984 0.757 0.307
H 1.780 0.866 1.034 0.205
C 1.900 -0.155 0.736 -0.517
```

The following is a DFT calculation (ωB97M-V/def2-TZVPD) of a gas-phase ion, C3H4N3O3S2 (charge -1).

Summary:
* energy above the lowest of the compared OMol25 structures with the same formula, charge and spin: 431.81 kJ/mol
* HOMO energy: -4.5 eV
* frontier orbital gap: 7.58 eV
* electronic energy: -35454.30827 eV
* charge: -1

```
15
Properties=species:S:1:pos:R:3:mulliken_charge:R:1
C -1.371 -0.166 1.036 -0.343
H -0.710 -2.233 -1.838 0.206
O 2.484 -0.247 -0.421 -0.427
N -0.684 0.250 2.130 -0.558
O 1.483 0.472 2.812 -0.641
H -1.974 -1.158 1.130 0.262
S -0.417 -0.448 -0.577 0.775
N -1.081 0.522 -1.652 -0.846
C 1.303 0.030 0.290 0.260
H -0.373 1.113 -2.025 0.429
H -1.983 0.679 0.639 0.309
N -0.553 -1.974 -0.866 -0.783
C 0.586 0.209 2.003 0.522
S 1.983 1.405 -0.697 0.415
O 1.307 1.546 -1.964 -0.581
```

The following is a DFT calculation (ωB97M-V/def2-TZVPD) of 5 unconnected molecules or ions with the total composition C20H32O14S.

Summary:
* energy above the lowest of the compared OMol25 structures with the same formula, charge and spin: 58.86 kJ/mol
* HOMO energy: -10.2 eV
* frontier orbital gap: 10.11 eV
* electronic energy: -60750.75561 eV
* charge: 0
* SMILES string: C[C@H]1COC(=O)O1.C[C@H]1COC(=O)O1.C[C@H]1COC(=O)O1.C[C@H]1COC(=O)O1.O=S1(=O)CCCC1

```
67
Properties=species:S:1:pos:R:3:mulliken_charge:R:1
C 4.468 1.860 2.683 -0.847
H -3.879 -2.729 -3.045 0.147
C 5.763 2.654 2.591 -0.466
O -2.423 0.719 -3.174 -0.273
H 0.770 -2.566 -2.456 0.256
C 1.276 -0.190 4.497 0.700
O 1.040 0.475 3.331 -0.310
H 0.125 2.095 3.595 0.625
H 5.459 3.771 2.309 0.211
H 6.939 1.145 1.696 0.287
O -6.053 -1.805 -1.018 -0.403
H -3.164 1.901 -4.458 0.314
O -0.569 -5.336 0.238 -0.640
C -0.775 0.612 4.683 -0.775
H -4.065 -3.414 -0.599 0.820
H -1.601 -0.029 4.624 0.357
C -1.470 -0.147 -3.365 0.714
H -4.308 -1.121 -3.359 0.018
H 3.590 2.285 3.113 0.413
O 0.552 -4.137 -1.445 -0.386
O -1.529 -1.296 -2.922 -0.574
O 2.239 -0.889 4.672 -0.546
H 2.295 -1.639 0.724 0.547
H -1.636 3.094 -2.045 0.360
C -6.718 -2.204 -2.092 0.535
O 0.208 -0.187 5.186 -0.410
H -0.428 -1.506 -0.631 -0.309
H -1.045 1.198 5.412 0.439
O 4.438 -0.372 1.138 -0.683
H 5.330 2.831 -0.223 0.372
H -1.383 0.144 2.019 0.674
C -0.106 1.208 3.428 0.539
O -0.591 0.378 -4.048 -0.330
H 1.526 -0.333 0.011 0.951
C 6.619 2.159 1.435 -0.652
H 2.189 -3.095 -1.435 0.352
H -3.388 2.930 -2.266 0.363
S 4.242 1.082 1.077 1.336
H -0.559 1.320 1.364 0.500
H -4.537 -0.507 -1.231 0.189
C -4.669 -1.635 -1.316 0.689
C -2.238 1.853 -3.810 0.347
H 0.818 -0.648 1.414 0.027
C 5.565 1.907 0.274 -0.851
O -7.936 -2.414 -2.034 -0.612
C 1.175 -2.840 -1.560 -0.323
H -0.783 1.922 -5.376 0.314
H -1.891 1.710 2.469 0.576
C 0.500 -2.139 -0.344 1.642
H 4.548 1.050 3.244 0.500
C -0.117 -4.203 -0.187 0.541
H -2.664 -2.402 -0.644 0.121
O 0.087 -3.094 0.478 -0.339
C -1.132 1.099 2.218 -2.223
H -2.325 3.875 -3.271 0.579
O 3.025 1.578 0.619 -0.689
C 1.378 -1.177 0.413 -2.450
H 5.752 1.303 -0.670 0.385
H 7.376 2.767 0.987 0.406
C -0.781 1.747 -4.307 -0.351
O -5.980 -2.327 -3.176 -0.336
H -0.083 2.537 -3.597 0.241
H 6.454 2.764 3.520 0.279
C -2.445 3.046 -2.764 -1.694
C -4.675 -1.924 -2.773 0.008
H -3.968 -2.138 0.601 0.288
C -3.832 -2.570 -0.426 -1.487
```